*P*
The following is a DFT calculation (ωB97M-V/def2-TZVPD) of a 4-piece molecular cluster, C8H16Br8 overall.

SMILES = BrCCBr.BrCCBr.BrCCBr.BrCCBr

Geometry as XYZ:
```
32
Properties=species:S:1:pos:R:3:lowdin_charge:R:1
Br 6.0215 1.8774 4.6779 0.557
C 5.5026 3.1528 3.2233 -0.646
C 4.0226 2.9342 2.8680 -0.740
Br 3.4335 4.3349 1.6537 0.612
H 6.2836 3.0763 2.4668 0.057
H 5.5117 4.1698 3.6152 0.040
H 3.3118 2.9100 3.6940 0.056
H 3.9129 2.0069 2.3058 -0.057
Br -4.8042 2.9796 -3.1739 0.532
C -3.9135 1.8332 -1.7318 -0.629
C -2.3973 2.0334 -1.7642 -0.577
Br -1.5308 0.5472 -0.6298 0.577
H -4.2284 0.8066 -1.9192 0.041
H -4.4159 2.1436 -0.8156 0.050
H -2.0553 3.0223 -1.4590 0.065
H -2.1456 1.7833 -2.7949 0.042
Br 0.4608 -3.3783 2.5258 0.537
C 0.4082 -1.6855 1.3708 -0.673
C 1.8136 -1.4724 0.9508 -0.653
Br 2.8073 -0.3606 2.3179 0.642
H 0.0602 -0.8669 2.0007 0.037
H -0.3790 -1.7437 0.6192 -0.048
H 1.8670 -0.7881 0.1040 0.047
H 2.3243 -2.3877 0.6518 0.056
Br -0.5398 -3.2414 -1.7983 0.626
C -2.1548 -3.1631 -2.9629 -0.681
C -3.3560 -3.5863 -2.2289 -0.774
Br -4.7987 -3.7944 -3.4366 0.686
H -1.9503 -3.6271 -3.9278 0.062
H -2.2871 -2.0938 -3.1274 0.042
H -3.7342 -2.8856 -1.4844 0.060
H -3.0508 -4.5366 -1.7908 0.055
```



*Q*
The following is a DFT calculation (ωB97M-V/def2-TZVPD) of a 4-piece molecular cluster, C8H16Br8 overall.

SMILES = BrCCBr.BrCCBr.BrCCBr.BrCCBr

Geometry as XYZ:
```
32
Properties=species:S:1:pos:R:3:lowdin_charge:R:1
Br -1.8484 8.8710 -19.8062 0.616
C -0.0129 8.6085 -19.1694 -0.744
C 1.0425 9.2495 -19.9875 -0.723
Br 2.8482 9.1170 -19.3074 0.680
H 0.1688 7.5368 -19.0890 0.052
H 0.0952 8.8996 -18.1246 0.011
H 0.8901 10.3142 -20.1644 0.035
H 1.0292 8.8265 -20.9919 0.058
Br -1.7763 7.3003 -16.4222 0.649
C -1.7315 6.2941 -14.7051 -0.608
C -1.6870 7.4242 -13.6468 -0.713
Br -2.0499 6.8059 -11.8006 0.576
H -0.8447 5.6645 -14.6326 0.060
H -2.5547 5.5852 -14.7938 0.051
H -2.3417 8.2609 -13.8909 0.031
H -0.7097 7.9040 -13.6986 0.052
Br -3.7263 11.8065 -16.4796 0.542
C -1.7398 11.6196 -16.8428 -0.685
C -1.1728 12.7536 -17.7024 -0.574
Br 0.8268 12.4138 -17.6737 0.615
H -1.4985 10.6286 -17.2273 -0.002
H -1.1951 11.6401 -15.8988 0.040
H -1.3272 13.6571 -17.1125 0.052
H -1.5249 12.8215 -18.7317 0.064
Br 5.3050 13.5674 -18.9983 0.554
C 4.6617 11.8979 -18.0505 -0.684
C 5.8112 11.2087 -17.3462 -0.653
Br 5.2850 9.3658 -16.7727 0.560
H 4.3993 11.2514 -18.8879 -0.042
H 3.7948 12.0956 -17.4200 0.020
H 6.0451 11.8641 -16.5072 0.059
H 6.7060 11.1394 -17.9648 0.052
```



Computed energies relative to the best structure, in eV: *P* 0.332; *Q* 0.000